Record 1
Below is 3 unconnected molecules or ions with the total composition C4H15NO2 at a distorted geometry, with properties calculated with ωB97M-V/def2-TZVPD.

Structure (XYZ):
```
22
Properties=species:S:1:pos:R:3
C -0.09827 -0.24767 -1.93363
C 0.05761 1.04775 -1.14878
N -1.10442 1.30761 -0.29456
C -1.40512 0.22998 0.60918
C -1.20819 2.66438 0.32893
H 0.86616 -0.76005 -2.03981
H -0.73144 -1.07572 -1.60309
H -0.42259 -0.18460 -2.99280
H 0.37461 1.78186 -1.89303
H 0.77604 0.87347 -0.31096
H -1.74242 -0.69252 0.14488
H -2.20145 0.56226 1.29578
H -0.52026 0.04887 1.26193
H -0.22867 2.98711 0.70552
H -1.45334 3.21577 -0.57374
H -1.94302 2.60719 1.11878
O -3.50453 -3.52951 1.11033
H -2.97758 -4.15426 1.61484
H -2.90702 -3.26973 0.40502
O 6.41443 -0.41278 0.89354
H 6.32825 -0.98663 0.12028
H 6.90680 -0.95656 1.51250
```

F_max, eV/Å: 3.0
Energy above the lowest of the compared OMol25 structures with the same formula, charge and spin, kJ/mol: 220.22
SMILES: CCN(C)C.O.O
Calculated total energy, eV: -9974.8038
LUMO energy, eV: 0.747
Orbital gap, eV: 8.63

natural (NBO) atomic charge list, values in e, 8 entries: atom 1 (C): -0.63, atom 2 (C): -0.23, atom 3 (N): -0.45, atom 4 (C): -0.41, atom 5 (C): -0.41, atom 6 (H): 0.21, atom 7 (H): 0.21, atom 8 (H): 0.21

Record 2
Below is 12 unconnected molecules or ions with the total composition C3H30NO13 at a distorted geometry, with properties calculated with ωB97M-V/def2-TZVPD.

Structure (XYZ):
```
47
Properties=species:S:1:pos:R:3
C 0.24122 0.04671 0.32149
O -0.15822 1.15594 1.03051
C -0.44628 0.11333 -1.07410
C 0.56853 0.73538 -2.07628
O 0.21381 2.04791 -2.44454
N -0.85475 -1.25642 -1.41057
H -0.06449 -0.84559 0.91002
H 1.33362 -0.02077 0.29328
H -1.29238 0.78801 -0.98820
H 1.61959 0.69211 -1.73156
H 0.71227 0.20508 -3.02734
H 0.47930 2.74110 -1.81161
H -1.80602 -1.25974 -1.76901
H -0.32773 -1.79553 -2.08102
H 4.18490 1.36310 -0.14935
H 3.79967 0.47224 1.12104
O 4.15166 0.47713 0.21833
H 0.54774 1.21417 3.54444
H 1.00918 1.73537 2.21996
O 1.28986 1.70098 3.16747
H 2.72020 -1.60460 2.40448
H 2.50080 -0.06980 2.70668
O 3.15850 -0.77856 2.61922
H -3.86464 2.10569 0.09494
H -2.57959 1.43708 0.72241
O -3.44618 1.25904 0.28133
H -2.23617 0.06759 2.60529
H -1.11921 1.15750 1.96810
O -2.01677 1.00371 2.57962
H 1.77603 -1.44991 -0.06216
H 3.16640 -2.30175 0.08496
O 2.29566 -2.09261 0.43516
H -1.28820 -0.17931 -3.74252
H -0.76224 -1.33936 -4.48586
O -0.59107 -0.39513 -4.38247
H -4.00052 0.31564 -2.08558
H -2.86720 1.35948 -1.91723
O -3.25118 0.71828 -2.52340
H -1.45069 -2.72205 0.28428
H -2.05621 -2.72884 1.73784
O -1.95100 -3.23723 0.93342
H 0.92714 3.60640 0.66058
H -0.12232 2.80295 0.19526
O 0.40916 3.56384 -0.15665
H 0.73755 -4.32622 1.35457
H 0.27642 -2.83301 1.47320
O 0.43382 -3.64935 1.95154
```

F_max, eV/Å: 2.9
Energy above the lowest of the compared OMol25 structures with the same formula, charge and spin, kJ/mol: 339.28
Net charge: -1
Calculated total energy, eV: -31706.3182
LUMO energy, eV: 2.707
Orbital gap, eV: 8.50

natural (NBO) atomic charge list, values in e, 8 entries: atom 1 (C): -0.03, atom 2 (O): -0.96, atom 3 (C): -0.12, atom 4 (C): -0.11, atom 5 (O): -0.77, atom 6 (N): -0.89, atom 7 (H): 0.11, atom 8 (H): 0.14

Record 3
Below is a molecular structure, C24H29AsF5N3NiO8P3Te at a distorted geometry, with properties calculated with ωB97M-V/def2-TZVPD.

Structure (XYZ):
```
75
Properties=species:S:1:pos:R:3
Ni -0.37369 -1.19689 0.28432
O -0.18217 -3.55830 1.76993
P 0.99322 -3.85732 0.74914
O 1.91784 -4.94934 1.06134
O 1.38351 -1.30039 1.14521
O 0.12682 -4.11234 -0.64598
P -1.14482 -3.19833 -1.17787
O -1.59244 -4.09010 -2.40252
O -2.03228 -3.11100 0.05873
O -0.64954 -1.80140 -1.60251
H -1.05891 -3.57530 1.23196
H -0.80364 -4.67002 -2.66927
C -0.63597 0.39345 5.15360
N -0.87686 1.39933 4.09036
C -2.33476 1.69818 4.02692
N -3.19031 0.49453 3.80688
C -2.86686 -0.49494 4.86988
N -1.42843 -0.84865 4.97984
C -0.97448 -1.63229 3.81340
P -1.23186 -0.62325 2.27146
C -0.36911 0.95538 2.78600
C -2.97201 -0.06124 2.45208
H -0.92551 0.86141 6.10417
H 0.42730 0.13151 5.18757
H -2.54963 2.41666 3.22939
H -2.62686 2.14337 4.98948
H -3.44112 -1.39803 4.69284
H -3.21164 -0.08681 5.82856
H -1.55225 -2.55333 3.75148
H 0.09168 -1.87912 3.89402
H -0.56355 1.73315 2.02738
H 0.71044 0.78285 2.82553
H -3.62766 -0.92336 2.30125
H -3.22105 0.70254 1.70628
C -0.91219 5.59804 -0.45805
C -1.46012 4.85400 -1.50278
C -1.23115 3.47804 -1.59082
C -0.38763 2.82445 -0.68604
C 0.17130 3.57572 0.36801
C -0.09884 4.93968 0.48525
As 0.00604 0.89028 -0.91662
C 1.96301 0.82101 -1.02885
C 2.83256 1.59557 -0.24453
C 4.21136 1.39743 -0.33855
C 4.73656 0.40793 -1.18491
C 3.85782 -0.37610 -1.94860
C 2.47519 -0.16035 -1.89137
C -0.36885 0.84815 -2.83395
C -1.57103 0.30909 -3.30254
C -1.82551 0.27893 -4.67039
C -0.90529 0.82069 -5.58136
C 0.26337 1.40072 -5.09036
C 0.51996 1.45302 -3.71952
H -1.10658 6.66533 -0.36854
H -2.08693 5.32375 -2.25147
H -1.72740 2.91249 -2.37026
H 0.77700 3.07145 1.11297
H 0.33723 5.50702 1.29828
H 2.43899 2.35369 0.40373
H 4.85949 2.01540 0.28194
H 5.80804 0.23925 -1.22925
H 4.22006 -1.23025 -2.51431
H 1.79338 -0.84166 -2.38973
H -2.24583 -0.16064 -2.59640
H -2.75731 -0.16734 -5.00746
H -1.11955 0.82309 -6.64892
H 0.97446 1.86652 -5.77046
H 1.42575 1.92838 -3.33773
F 4.15141 -3.39618 -1.90412
Te 2.44582 -4.43389 -1.98092
F 3.36617 -6.11672 -2.17654
F 0.84948 -5.40552 -2.80399
F 1.39859 -2.85555 -2.68145
F 2.86909 -4.34525 -3.81783
O 1.83861 -2.50030 0.29761
```

F_max, eV/Å: 3.0
Energy above the lowest of the compared OMol25 structures with the same formula, charge and spin, kJ/mol: 0.00
Net charge: -1
Calculated total energy, eV: -196845.2914
LUMO energy (spin up / spin down), eV: 1.968 / 1.611
2S+1: 3
⟨S²⟩: 2.0089
Orbital gap (spin up / spin down), eV: 8.30 / 7.99

Löwdin atomic charge list, values in e, 8 entries: atom 1 (Ni): 0.27, atom 2 (O): -0.18, atom 3 (P): 0.36, atom 4 (O): -0.26, atom 5 (O): -0.33, atom 6 (O): -0.41, atom 7 (P): 0.31, atom 8 (O): -0.10

Record 4
Below is a molecular structure, C8H8N3O4PdS3, with properties calculated with ωB97M-V/def2-TZVPD.

Structure (XYZ):
```
27
Properties=species:S:1:pos:R:3
Pd 0.16638 -0.04944 -0.05735
C 4.08918 3.02571 1.87170
S 3.63524 3.23857 0.13388
C 2.16569 2.24330 0.10173
S 2.34164 0.53716 0.31287
N 1.03849 2.83988 -0.08098
N 0.01362 1.95408 -0.14845
C -1.22881 2.43767 -0.06380
C -2.28657 1.52093 -0.01972
C -3.65922 1.85748 -0.07682
C -4.59770 0.86373 -0.04316
C -4.18982 -0.48137 0.03309
C -2.84205 -0.75722 0.08387
N -1.91405 0.20301 0.08976
H 5.05140 3.51984 2.00250
H 4.19463 1.97220 2.11858
H 3.35390 3.49072 2.52560
H -1.37134 3.50959 -0.04183
H -3.94452 2.89828 -0.15542
H -5.65086 1.11228 -0.08492
H -4.90600 -1.28968 0.05331
H -2.44985 -1.76578 0.13034
O 1.42688 -1.48054 -1.64734
S 1.21787 -2.52864 -0.55531
O 1.18219 -3.85317 -1.11344
O -0.20250 -2.08290 -0.12125
O 2.10828 -2.32679 0.56505
```

F_max, eV/Å: 0.9
Energy above the lowest of the compared OMol25 structures with the same formula, charge and spin, kJ/mol: 70.99
Net charge: -1
Calculated total energy, eV: -57071.6782
LUMO energy (spin up / spin down), eV: 2.540 / 0.710
2S+1: 3
⟨S²⟩: 2.0346
Orbital gap (spin up / spin down), eV: 6.06 / 5.76

natural (NBO) atomic charge list, values in e, 8 entries: atom 1 (Pd): 0.93, atom 2 (C): -0.74, atom 3 (S): 0.23, atom 4 (C): -0.15, atom 5 (S): 0.02, atom 6 (N): -0.33, atom 7 (N): -0.33, atom 8 (C): -0.03

Record 5
Below is a single C6H10O molecule, with properties calculated with ωB97M-V/def2-TZVPD.

Structure (XYZ):
```
17
Properties=species:S:1:pos:R:3
C -1.65488 -1.10940 -0.56075
C -1.00387 0.22486 -0.23842
C -0.33070 0.41520 1.15791
C 0.99453 0.69819 0.45238
O 1.88678 1.68246 0.84402
C 1.39393 -0.45383 -0.40738
C 0.34544 0.51667 -0.89866
H -2.09757 -1.09708 -1.56373
H -2.44390 -1.36008 0.15709
H -0.91458 -1.91722 -0.53608
H -1.71412 1.03814 -0.41866
H -0.35110 -0.44645 1.83613
H -0.70621 1.29769 1.68443
H 2.59701 1.25451 1.33844
H 2.35455 -0.34324 -0.90555
H 1.14505 -1.47609 -0.12556
H 0.49962 1.07568 -1.81561
```

F_max, eV/Å: 0.3
Energy above the lowest of the compared OMol25 structures with the same formula, charge and spin, kJ/mol: 124.93
SMILES: C[C@H]1C[C@@]2(O)C[C@@H]12
Calculated total energy, eV: -8429.9455
LUMO energy, eV: 0.972
Orbital gap, eV: 10.47

natural (NBO) atomic charge list, values in e, 8 entries: atom 1 (C): -0.61, atom 2 (C): -0.20, atom 3 (C): -0.42, atom 4 (C): 0.24, atom 5 (O): -0.69, atom 6 (C): -0.46, atom 7 (C): -0.24, atom 8 (H): 0.21

Record 6
Below is 2 unconnected molecules or ions with the total composition C8H10N4 at a distorted geometry, with properties calculated with ωB97M-V/def2-TZVPD.

Structure (XYZ):
```
22
Properties=species:S:1:pos:R:3
C -3.22497 1.67648 0.18827
C -4.28802 0.81619 0.19938
C -1.00454 -1.24770 -0.17856
C -3.12276 -1.10300 -0.18281
C 1.30078 -1.00422 0.17422
C -1.87140 1.18862 -0.08914
C 1.80967 0.22831 -0.40221
C 2.07511 -2.19452 0.55974
N -4.33176 -0.50720 -0.13019
N -1.41223 -2.46361 -0.21933
N -2.77200 -2.41134 -0.25507
N -1.92070 -0.30205 -0.03813
H -3.36831 2.70171 0.19740
H -5.24435 1.27871 0.33439
H -1.53191 1.30710 -1.08462
H -1.16383 1.51820 0.61736
H 0.96777 0.45507 -1.24145
H 1.57634 0.98762 0.25921
H 2.78567 0.21497 -0.73670
H 2.07551 -2.17181 1.65205
H 1.48374 -3.12971 0.20231
H 3.14033 -2.22167 0.06471
```

F_max, eV/Å: 6.4
Energy above the lowest of the compared OMol25 structures with the same formula, charge and spin, kJ/mol: 79.15
Calculated total energy, eV: -14410.4422
LUMO energy (spin up / spin down), eV: -0.067 / -1.700
2S+1: 3
⟨S²⟩: 2.0697
Orbital gap (spin up / spin down), eV: 7.63 / 7.65

natural (NBO) atomic charge list, values in e, 8 entries: atom 1 (C): -0.20, atom 2 (C): -0.02, atom 3 (C): 0.41, atom 4 (C): 0.40, atom 5 (C): 0.24, atom 6 (C): -0.24, atom 7 (C): -0.74, atom 8 (C): -0.77